Record 1
The following is a DFT calculation (ωB97M-V/def2-TZVPD) of a structure of composition C25H20ClF3MnN3SSi.

Summary:
Highest occupied orbital energy (spin up / spin down) = -11.47 / -11.56 eV
Multiplicity = 4
<S²> = 3.988
Gap between HOMO and LUMO (spin up / spin down) = 0.2827 / 0.2843 Ha
LUMO level (spin up / spin down) = -3.78 / -3.82 eV
Charge = +1
ΔE to the lowest compared entry with this formula, charge and spin = 34.2 kcal per mole

Cartesian coordinates (Å):
Mn  0.32879  -0.29249  1.05974
F  -0.50878  4.00007  3.58387
C  -0.91309  3.23722  4.59705
F  -2.17806  3.59086  4.89666
F  -0.15677  3.53951  5.66836
C  -0.84495  1.75450  4.31520
C  -1.26526  0.91696  5.33634
C  -1.24349  -0.46213  5.18781
C  -0.79885  -0.96840  3.98932
N  -0.39676  -0.16676  2.99984
C  -0.38951  1.18374  3.12404
S  0.26279  1.98569  1.69942
H  -1.61051  1.35739  6.26367
H  -1.56133  -1.12028  5.98228
H  -0.75509  -2.03178  3.79153
Cl  3.11108  0.55740  0.26387
C  2.26062  -0.36497  1.58405
H  2.39695  0.24277  2.47359
H  2.70537  -1.34644  1.70795
C  3.98379  -3.50739  -3.26581
C  2.72752  -3.84030  -2.79015
C  1.97348  -2.88652  -2.11650
C  2.46203  -1.59373  -1.92403
C  3.72685  -1.27065  -2.41999
C  4.48293  -2.22201  -3.08028
Si  1.35364  -0.35300  -1.09813
C  0.80669  1.02809  -2.19745
C  1.56004  2.18107  -2.42232
C  1.10264  3.15849  -3.29257
C  -0.10628  2.98964  -3.95569
C  -0.86224  1.84529  -3.74485
C  -0.41219  0.87384  -2.86274
H  4.58252  -4.24649  -3.78121
H  2.33589  -4.83853  -2.93315
H  0.99818  -3.16800  -1.73120
H  4.13209  -0.27231  -2.29769
H  5.46514  -1.96481  -3.45400
H  0.38743  -1.83078  0.66446
H  2.50630  2.33059  -1.91470
H  1.69119  4.05104  -3.45753
H  -0.45680  3.75047  -4.64028
H  -1.79930  1.70741  -4.26882
H  -1.01705  -0.01724  -2.71330
N  -4.87821  -3.78209  -0.18889
C  -4.34953  -2.76336  -0.18949
C  -3.67480  -1.49412  -0.18912
C  -4.31082  -0.33105  -0.61752
C  -3.60009  0.85237  -0.59473
C  -2.28986  0.84410  -0.15081
N  -1.67698  -0.27337  0.26541
C  -2.36110  -1.42243  0.24381
H  -5.33682  -0.36751  -0.95820
H  -4.04747  1.78206  -0.91545
H  -1.69941  1.74834  -0.11146
H  -1.84257  -2.30994  0.57976

Cartesian forces, eV/Å:
-0.78 -0.27 -0.25
-0.03 -0.02 0.05
0.00 0.03 0.04
0.09 -0.01 -0.02
-0.06 0.00 -0.08
-0.03 0.02 0.06
-0.01 0.05 0.02
-0.02 -0.01 0.06
-0.03 0.07 -0.09
0.11 0.00 0.06
0.10 -0.01 -0.14
-0.15 -0.02 0.13
0.00 -0.01 0.00
0.00 0.00 0.00
0.00 0.00 0.01
0.08 -0.08 -0.20
-0.01 0.11 0.27
0.01 -0.02 0.02
0.20 0.03 -0.33
0.05 0.05 -0.01
-0.06 0.04 0.04
-0.01 -0.15 0.03
-0.50 -0.27 0.11
0.00 0.14 -0.08
0.00 -0.04 -0.02
0.91 0.27 0.39
0.06 0.01 -0.01
0.01 0.08 0.02
-0.03 -0.01 -0.02
0.04 0.00 0.02
-0.01 -0.01 0.02
-0.06 -0.01 -0.09
-0.01 0.00 0.00
0.00 0.01 0.01
0.02 0.01 0.01
-0.01 -0.02 0.01
-0.01 0.01 0.01
0.10 0.08 -0.06
-0.02 0.00 -0.02
0.00 0.00 0.00
0.00 0.00 0.00
0.01 0.01 0.01
0.02 0.01 0.00
0.01 0.01 0.00
0.02 0.02 0.00
-0.06 -0.02 -0.02
-0.03 -0.03 0.00
0.00 0.03 -0.01
0.06 -0.01 0.02
0.05 -0.06 0.02
0.03 0.00 0.00
0.00 0.00 0.00
0.00 -0.01 0.00
-0.02 0.02 0.00
-0.01 0.00 0.00

=====

Record 2
The following is a DFT calculation (ωB97M-V/def2-TZVPD) of a structure of composition C25H20N2O2PdSTe.

Summary:
Highest occupied orbital energy (spin up / spin down) = -7.27 / -7.27 eV
Gap between HOMO and LUMO (spin up / spin down) = 0.2310 / 0.2311 Ha
LUMO level (spin up / spin down) = -0.99 / -0.99 eV
Charge = 0
ΔE to the lowest compared entry with this formula, charge and spin = 1.3 kcal per mole

Cartesian coordinates (Å):
Pd  -0.61987  1.34099  2.60461
C  -2.97045  0.55981  2.89111
C  -2.90511  1.66066  3.74879
C  -1.91414  1.70144  4.72781
C  -1.03827  0.61558  4.89006
C  -1.15257  -0.51966  4.07845
C  -2.10520  -0.53543  3.05352
H  -3.69158  0.55315  2.08465
H  -3.58294  2.49170  3.61621
H  -1.82924  2.56330  5.37477
H  -0.28912  0.64617  5.66873
H  -0.48333  -1.36020  4.19116
H  -2.14462  -1.37077  2.36952
Te  1.53219  2.69841  2.68778
C  2.85176  1.16707  2.09055
C  2.70946  -0.17958  2.26408
C  3.79705  -0.92004  1.72035
C  4.74578  -0.11541  1.16458
S  4.30646  1.53287  1.26387
H  1.85044  -0.63021  2.73723
H  3.87139  -1.99761  1.74982
H  5.67859  -0.41142  0.71047
O  -0.88920  3.41820  -0.05975
C  -0.70983  2.24769  -0.29551
N  -0.78555  1.65533  -1.54148
C  -0.37206  0.25948  -1.50341
C  -0.24321  0.05243  0.02148
O  -0.02547  -1.01559  0.56355
N  -0.43652  1.24500  0.63591
C  0.96041  0.06822  -2.21777
C  2.16905  -0.01214  -1.54127
C  3.35553  -0.11202  -2.25738
C  3.34678  -0.12658  -3.64246
C  2.13858  -0.04481  -4.32347
C  0.95358  0.04743  -3.61159
C  -1.44513  -0.68800  -2.02214
C  -1.15066  -2.04309  -2.15251
C  -2.12424  -2.93327  -2.57366
C  -3.40410  -2.48035  -2.87258
C  -3.70121  -1.13320  -2.74285
C  -2.72565  -0.23970  -2.31566
H  -0.56973  2.23077  -2.33968
H  2.20165  -0.01420  -0.45656
H  4.29093  -0.17938  -1.71773
H  4.27579  -0.20543  -4.19258
H  2.11954  -0.05944  -5.40564
H  0.00853  0.08851  -4.14188
H  -0.15584  -2.39798  -1.91565
H  -1.88442  -3.98448  -2.67105
H  -4.16337  -3.17587  -3.20712
H  -4.69423  -0.77054  -2.97722
H  -2.95659  0.81215  -2.21044

Cartesian forces, eV/Å:
0.07 0.23 -0.06
-0.07 0.02 -0.04
-0.12 -0.03 -0.07
-0.01 0.08 -0.07
0.16 -0.17 0.03
-0.19 -0.16 -0.02
0.12 0.03 0.12
0.01 -0.02 0.00
0.01 0.00 0.02
0.06 0.01 -0.01
0.06 0.05 -0.06
0.02 0.02 0.10
-0.02 0.00 -0.02
0.03 -0.19 -0.08
-0.38 0.14 0.20
0.15 -0.07 -0.07
0.01 0.09 0.03
0.05 -0.14 -0.01
0.02 0.06 -0.05
-0.03 0.01 -0.01
-0.01 0.00 -0.01
-0.01 0.02 0.00
0.01 0.01 0.06
-0.03 0.06 -0.01
0.06 -0.04 0.01
0.03 0.06 0.05
0.14 -0.18 0.21
-0.08 0.09 -0.07
0.01 0.03 -0.12
-0.11 0.02 -0.08
0.04 -0.01 0.05
0.05 0.00 0.02
-0.02 0.00 -0.02
-0.01 0.01 0.05
0.04 -0.01 -0.04
-0.02 -0.01 0.01
0.01 -0.03 0.00
-0.02 0.02 0.00
0.00 0.01 0.00
0.00 -0.02 -0.01
0.00 0.01 0.00
-0.01 0.02 0.01
-0.02 0.01 -0.06
0.00 0.00 0.00
0.00 0.00 0.01
0.00 0.00 0.00
0.00 0.00 0.00
0.00 0.01 0.00
0.00 0.00 0.00
0.01 0.00 0.00
0.00 0.00 0.00
0.00 -0.01 0.00

=====

Record 3
The following is a DFT calculation (ωB97M-V/def2-TZVPD) of a structure of composition C25H20N6O2Se2TaTe2.

Summary:
Highest occupied orbital energy (spin up / spin down) = -9.99 / -9.99 eV
Gap between HOMO and LUMO (spin up / spin down) = 0.1748 / 0.1747 Ha
LUMO level (spin up / spin down) = -5.23 / -5.23 eV
Charge = +1
ΔE to the lowest compared entry with this formula, charge and spin = 0.0 kcal per mole

Cartesian coordinates (Å):
Ta  -0.17066  0.52112  2.10265
O  0.64822  -3.12097  6.08941
C  -0.54580  -3.49544  5.52029
C  -1.23147  -4.52491  6.16954
C  -2.45381  -4.97072  5.67062
C  -2.98829  -4.38474  4.52532
C  -2.29612  -3.35675  3.87427
C  -1.05537  -2.89152  4.35224
C  -0.26742  -1.79553  3.66248
O  -0.69426  -1.54269  2.52219
N  0.75658  -1.27446  4.27312
N  1.30359  -0.35929  3.38991
C  2.58029  -0.43267  3.36352
C  3.07515  0.36410  2.28768
C  4.39774  0.66016  2.02708
C  4.64344  1.44792  0.90754
C  3.56978  1.87386  0.12088
C  2.28192  1.49823  0.48728
N  2.00810  0.74955  1.56881
H  0.94051  -2.35774  5.53200
H  -0.80453  -4.97162  7.06132
H  -2.98674  -5.77092  6.17375
H  -3.94032  -4.72135  4.12723
H  -2.72412  -2.90993  2.97977
H  3.22093  -1.04814  4.01039
H  5.19363  0.30145  2.66471
H  5.65877  1.72672  0.64373
H  3.72897  2.48265  -0.76161
H  1.41245  1.79370  -0.09192
Se  0.26830  3.20678  2.37393
Te  0.13868  3.87614  4.85233
Te  -2.47334  2.97359  4.85876
Se  -1.56020  0.60457  4.45670
N  -0.87868  0.23559  -5.22703
C  -0.94015  0.78983  -6.47923
C  -1.11281  0.23524  -7.74896
C  -1.12436  1.12946  -8.82621
C  -0.97034  2.50459  -8.63088
C  -0.79878  3.03165  -7.34437
C  -0.78473  2.15006  -6.25446
N  -0.63496  2.40819  -4.91522
C  -0.69352  1.23872  -4.30041
C  -0.57964  1.03176  -2.85196
C  -0.39267  2.14168  -2.02175
C  -0.28497  1.94906  -0.65514
N  -0.35006  0.73883  -0.06356
C  -0.53051  -0.32138  -0.87620
C  -0.64945  -0.23011  -2.25559
H  -0.95703  -0.74779  -5.02420
H  -1.23252  -0.83150  -7.90212
H  -1.25605  0.74604  -9.83626
H  -0.98319  3.17650  -9.48592
H  -0.67852  4.09711  -7.18452
H  -0.33164  3.14447  -2.43518
H  -0.13935  2.78956  0.01729
H  -0.57918  -1.28323  -0.37295
H  -0.79233  -1.13910  -2.82542
H  -1.95913  0.86360  1.70433

Cartesian forces, eV/Å:
-2.33 1.51 1.48
-0.97 0.12 -0.97
0.81 -0.06 0.87
-0.59 -0.22 -0.31
0.58 0.34 0.08
0.27 0.61 -0.51
-0.05 -0.26 0.10
0.59 0.17 0.44
-1.27 -4.26 4.35
0.11 3.54 -4.29
-0.36 -0.08 -0.54
0.58 -2.51 3.05
0.23 0.40 0.15
0.08 -0.15 0.24
-0.43 0.35 -0.51
-0.10 0.23 -0.34
0.17 -0.30 0.40
0.59 0.05 -0.07
1.55 1.75 -3.28
0.33 -0.29 0.70
0.05 0.15 -0.13
0.07 0.09 -0.03
0.13 0.07 0.06
0.11 -0.03 0.18
-0.71 0.21 -0.08
-0.10 -0.03 0.03
-0.13 -0.03 0.03
-0.05 -0.08 0.10
1.49 0.07 0.22
-0.03 -1.27 0.73
-0.90 -0.31 -0.62
1.06 -0.53 -0.14
0.03 1.29 -0.49
-0.02 -0.97 0.76
-0.06 -0.50 -0.04
-0.01 0.44 -0.60
-0.04 -0.92 0.55
0.17 0.74 1.03
-0.07 -0.06 -0.76
0.03 0.71 -0.39
0.11 -0.13 1.04
-0.09 0.49 -1.36
-0.05 0.12 -0.52
0.00 -0.09 0.54
-0.94 0.46 -0.76
-0.61 -0.16 -1.16
0.00 -0.29 0.14
0.12 0.26 0.55
-0.01 0.08 -0.08
0.01 0.11 0.02
0.03 0.04 0.24
0.00 -0.14 0.19
-0.02 -0.09 -0.03
-0.04 -0.22 0.01
-0.28 0.02 -0.30
-0.07 -0.01 -0.15
0.01 0.07 0.07
0.99 -0.53 0.13

=====

Record 4
The following is a DFT calculation (ωB97M-V/def2-TZVPD) of a structure of composition C25H21AsBrInN6O6S2Se.

Summary:
Highest occupied orbital energy = -1.97 eV
Gap between HOMO and LUMO = 0.2279 Ha
LUMO level = 4.23 eV
Charge = -2
ΔE to the lowest compared entry with this formula, charge and spin = 35.5 kcal per mole

Cartesian coordinates (Å):
In  -0.11250  0.70990  0.51300
N  1.04960  -2.24740  3.79560
C  1.06170  -1.30300  2.80210
S  0.36620  0.19200  3.15780
N  1.73770  -1.62190  1.72930
N  1.77550  -0.76590  0.72890
C  2.70620  -0.85930  -0.16150
C  3.72380  -1.92830  -0.08380
C  5.07710  -1.62670  0.04310
C  6.00760  -2.64000  0.19340
C  5.59910  -3.96230  0.21910
C  4.25410  -4.26750  0.07850
C  3.31960  -3.25980  -0.06980
C  2.74360  0.11060  -1.23630
C  3.59670  -0.04170  -2.33570
C  3.57970  0.92450  -3.32030
C  2.71880  2.00650  -3.19330
C  1.90280  2.06780  -2.07370
N  1.93370  1.15910  -1.12190
H  0.32780  -2.11640  4.48430
H  1.20660  -3.19340  3.48190
H  5.40190  -0.59460  0.03660
H  7.05710  -2.39670  0.30260
H  6.32790  -4.75440  0.34420
H  3.93370  -5.30070  0.09340
H  2.27370  -3.48490  -0.20480
H  4.21920  -0.91860  -2.41130
H  4.22540  0.83600  -4.18440
H  2.67760  2.77490  -3.95160
H  1.20620  2.88460  -1.92480
O  -2.67530  1.57540  -3.41880
As  -1.50250  0.34410  -2.68190
O  -2.52900  -0.89070  -2.53310
O  -1.10700  1.24520  -1.36080
C  -0.26110  0.46190  -4.15430
C  -0.30660  1.49040  -5.08140
C  0.63910  1.53800  -6.09290
C  1.60370  0.54660  -6.19930
C  1.63480  -0.49010  -5.27820
C  0.70610  -0.50690  -4.25960
S  0.66420  -1.72010  -2.95340
O  2.00880  -2.26360  -2.83100
O  -0.32250  -2.70420  -3.33070
O  0.27560  -0.90670  -1.79200
H  -3.36510  1.61280  -2.75140
H  -1.08130  2.23850  -4.99170
H  0.62090  2.34910  -6.81160
H  2.33710  0.59340  -6.99570
H  2.37090  -1.28010  -5.32880
N  -1.65590  -2.12830  -0.34110
C  -1.11410  -1.78570  0.62470
H  -2.02950  -2.04810  -1.28570
Br  0.55880  3.14940  0.90270
Se  -2.81510  0.79300  0.98380
C  -3.31790  1.36240  2.73990
C  -2.53640  2.20160  3.53760
C  -3.03750  2.63070  4.74820
N  -4.23540  2.30520  5.22450
C  -4.97650  1.50580  4.46450
C  -4.57860  1.01250  3.24220
H  -1.55600  2.51250  3.21000
H  -2.45080  3.28740  5.38100
H  -5.94980  1.25470  4.87620
H  -5.21910  0.36010  2.66570

Cartesian forces, eV/Å:
-0.21 0.41 0.12
-0.01 -0.37 0.02
0.37 0.40 0.01
-0.45 0.64 -0.19
0.53 -1.56 0.52
-0.46 1.11 -0.78
-0.28 -0.58 0.89
0.29 -0.11 0.21
-0.25 0.04 0.00
0.23 -0.08 0.04
0.12 -0.04 0.00
-0.08 -0.09 0.00
0.07 0.04 -0.17
0.41 0.76 -0.74
-0.01 0.11 0.36
0.02 0.25 0.13
0.20 -0.08 0.03
0.05 0.45 -0.28
-0.18 -0.49 0.19
-0.02 -0.01 -0.08
0.02 0.00 -0.03
-0.04 0.08 0.00
0.03 0.02 0.00
0.01 -0.01 0.00
-0.04 -0.05 -0.03
-0.09 -0.03 0.06
0.00 -0.02 -0.05
0.00 -0.03 -0.05
-0.08 0.04 -0.02
-0.06 -0.04 0.03
0.86 -0.34 -0.17
-1.61 2.12 -0.96
-0.48 -1.70 0.26
1.04 0.42 1.28
-0.16 0.13 -0.01
-0.21 0.18 0.04
-0.01 0.06 -0.12
0.03 -0.10 0.00
0.11 -0.18 -0.22
-0.04 -0.30 0.39
0.91 -1.73 -0.40
-0.07 0.14 -0.08
-0.02 0.13 -0.10
-0.16 -0.16 -0.59
-0.15 0.07 0.11
0.00 0.05 -0.01
-0.01 0.02 0.01
0.02 -0.04 0.00
0.10 0.00 0.02
0.29 -0.31 0.80
-0.09 -0.50 -0.15
-0.42 0.37 -0.77
0.03 0.64 0.33
-0.31 0.35 0.53
0.18 -0.09 -0.52
0.01 -0.17 -0.09
0.09 0.06 0.04
-0.16 0.18 0.44
-0.16 -0.03 0.08
0.26 -0.01 -0.16
0.09 0.07 -0.08
0.12 0.04 0.00
-0.08 -0.09 -0.07
-0.08 -0.03 0.00

=====

- Which formula does entry 1 have?
  C25H20ClF3MnN3SSi

=====

- Which value of ΔE to the lowest compared entry with this formula, charge and spin does entry 4 give?
  35.5 kcal per mole